1.
14
Properties=species:S:1:pos:R:3:lowdin_charge:R:1 method="wB97M-V/def2-TZVPD" spin_multiplicity=1 e_homo_ev=-19.60 total_charge=+2
H 1.6747 -2.2801 -0.0897 0.12
N 1.9439 -1.3055 -0.0771 0.27
C 1.1921 -0.3212 -0.0389 -0.23
N 1.9716 0.9431 0.0134 0.21
C -0.4392 0.2964 0.0872 0.13
N -1.5039 -0.3883 -0.1195 -0.03
N -2.7520 -0.3101 0.1031 0.19
H 2.9735 1.0497 0.3379 0.22
H 1.4820 1.6029 0.6291 0.16
H 1.9757 1.0308 -1.0263 0.20
H -0.4659 1.2342 0.6735 0.15
H -1.4213 -1.2469 -0.6635 0.22
H -3.1528 0.4861 0.6321 0.19
H -3.4786 -0.7909 -0.4613 0.20

=====

2.
14
Properties=species:S:1:pos:R:3:lowdin_charge:R:1 method="wB97M-V/def2-TZVPD" spin_multiplicity=1 e_homo_ev=-19.37 total_charge=+2
C -0.1737 -1.2676 -0.1839 -0.03
C -0.4449 -2.1783 2.1342 0.22
N -0.1984 -1.5957 1.0553 0.14
N 0.2856 -0.1944 -0.8680 -0.02
N 0.6610 0.9565 -0.3182 -0.06
N 0.0016 2.2269 -0.7469 0.19
H -0.6504 -1.9223 -0.8928 0.18
H -1.3855 -2.0616 2.6909 0.15
H 0.3882 -2.8038 2.3767 0.13
H 0.2402 -0.2536 -1.8837 0.18
H 1.9847 1.1995 -0.4409 0.34
H 0.4435 2.7985 -1.4905 0.19
H -0.3221 2.9640 -0.0729 0.21
H -0.8297 2.1320 -1.3594 0.19

=====

3.
14
Properties=species:S:1:pos:R:3:lowdin_charge:R:1 method="wB97M-V/def2-TZVPD" spin_multiplicity=1 e_homo_ev=-18.39 total_charge=+2
C 0.2166 0.0771 -0.0783 -0.26
C -1.1697 -0.1784 0.3044 -0.22
N -0.2084 0.6043 1.0911 0.22
N 1.3058 -0.0924 -0.8275 0.11
N -2.5295 0.4055 -0.1570 0.23
N 2.4711 0.5547 -0.3274 0.28
H -1.5705 -1.8530 0.8823 0.30
H 1.3771 -0.5996 -1.6425 0.16
H -3.1169 0.2945 0.6567 0.16
H -2.8175 -0.2082 -0.9868 0.21
H -2.4232 1.3315 -0.5505 0.16
H 2.4796 1.5350 -0.6862 0.22
H 3.3865 0.2508 -0.5745 0.19
H 2.3671 0.4389 0.7199 0.22

=====

Top of the stability list: 1, leading by 0.0335 hartree.

=====

1.
9
Properties=species:S:1:pos:R:3:lowdin_charge:R:1 method="wB97M-V/def2-TZVPD" spin_multiplicity=1 e_homo_ev=-9.15 smiles="Cl[SiH](Cl)Cl.C=S"
Cl -2.4187 4.8920 1.8225 0.16
Si -1.6066 3.0415 2.4618 -0.63
Cl -0.4203 3.4331 4.0702 0.27
Cl -3.1320 1.9274 3.1537 0.28
H -1.1261 2.7655 1.1005 -0.07
C 0.5661 -1.1895 -0.0482 -0.61
S 0.6349 0.3483 -0.4243 0.63
H -0.0678 -1.9567 -0.4303 -0.01
H 1.2250 -1.7950 0.5589 0.00

=====

2.
9
Properties=species:S:1:pos:R:3:lowdin_charge:R:1 method="wB97M-V/def2-TZVPD" spin_multiplicity=1 e_homo_ev="-8.39 / -8.17"
C -1.6459 -0.1171 0.3674 -0.57
Si 1.6276 -0.5305 0.0137 -0.70
S -2.1232 0.8864 -0.9175 0.66
Cl 2.8319 -2.1489 -0.2635 0.21
Cl 2.3569 0.5644 1.4570 0.29
Cl 1.8467 0.3902 -1.8128 0.18
H -2.0992 -1.1255 0.3599 0.00
H -1.5702 0.1410 1.4442 0.02
H -1.2245 1.9401 -0.6485 -0.08

=====

Top of the stability list: 1, leading by 0.0567 hartree.